No. 1
2 unconnected molecules or ions with the total composition C2H6O at a distorted geometry. Source: the OMol25 dataset; level of theory: wB97M-V/def2-TZVPD.

Results
Relative energy (zero: lowest compared OMol25 entry of this formula, charge and spin) in eV: 1.157
HOMO energy in eV: -10.33
Energy in a.u.: -154.9833
SMILES: C=C.O
HOMO-LUMO gap in eV: 11.38

Geometry (Å):
C (0.000, 0.000, 0.000)
C (1.262, -0.352, -0.477)
H (-0.585, 0.631, -0.679)
H (-0.410, -0.192, 0.998)
H (1.592, -0.163, -1.504)
H (1.950, -0.885, 0.190)
O (-0.051, -1.855, -2.360)
H (0.855, -1.962, -2.727)
H (0.064, -1.263, -1.583)

Force components x, y, z for each atom (eV/Å):
C 2.85 0.35 -1.55
C -2.26 0.65 2.28
H -0.19 -0.43 0.34
H 0.52 -0.08 -0.47
H -0.15 0.32 0.64
H -0.23 0.08 -0.42
O 0.77 0.02 -0.33
H -1.04 0.07 0.39
H -0.27 -0.97 -0.89

---

No. 2
A single C4H9NO2 molecule at a distorted geometry. Source: the OMol25 dataset; level of theory: wB97M-V/def2-TZVPD.

Results
Relative energy (zero: lowest compared OMol25 entry of this formula, charge and spin) in eV: 1.027
HOMO energy in eV: -9.85
Energy in a.u.: -363.0478
SMILES: NC(=O)CCCO
HOMO-LUMO gap in eV: 10.70

Geometry (Å):
N (1.912, 0.071, -0.745)
C (1.163, 0.863, 0.115)
O (1.289, 2.067, 0.121)
C (0.331, 0.133, 1.156)
C (-0.830, -0.755, 0.635)
C (-1.621, -0.163, -0.526)
O (-0.805, -0.094, -1.695)
H (1.702, -0.909, -0.815)
H (2.869, 0.387, -0.771)
H (-0.068, 0.799, 1.917)
H (1.008, -0.526, 1.694)
H (-1.463, -0.925, 1.475)
H (-0.458, -1.727, 0.321)
H (-2.016, 0.804, -0.219)
H (-2.424, -0.852, -0.786)
H (-0.591, 0.827, -1.876)

Force components x, y, z for each atom (eV/Å):
N -0.14 0.66 0.45
C 0.23 -0.39 0.43
O 0.00 0.16 -0.02
C -0.71 -0.63 -0.19
C 0.89 0.40 -0.69
C 0.34 -0.53 0.18
O -0.19 0.37 0.12
H 0.23 -0.07 0.15
H 0.02 -0.24 -0.53
H 0.09 0.52 -0.34
H 0.25 -0.08 0.05
H -0.74 -0.25 0.61
H 0.11 -0.17 -0.09
H -0.17 0.17 -0.27
H -0.30 0.18 0.20
H 0.09 -0.09 -0.04

---

No. 3
A single C4H8O molecule at a distorted geometry. Source: the OMol25 dataset; level of theory: wB97M-V/def2-TZVPD.

Results
Relative energy (zero: lowest compared OMol25 entry of this formula, charge and spin) in eV: 0.441
HOMO energy in eV: -9.83
Energy in a.u.: -232.4294
SMILES: CCCC=O
HOMO-LUMO gap in eV: 10.88

Geometry (Å):
C (-1.730, -0.862, -0.104)
C (-1.255, 0.567, 0.176)
C (0.172, 0.872, -0.277)
C (1.205, -0.010, 0.393)
O (2.094, -0.541, -0.200)
H (-1.877, -0.999, -1.183)
H (-2.713, -1.058, 0.406)
H (-0.978, -1.616, 0.249)
H (-1.909, 1.306, -0.314)
H (-1.279, 0.749, 1.244)
H (0.308, 1.946, -0.119)
H (0.296, 0.727, -1.333)
H (1.045, -0.134, 1.523)

Force components x, y, z for each atom (eV/Å):
C -0.22 -0.29 0.32
C 0.02 -0.11 -0.15
C -0.36 -0.10 -0.06
C -0.82 0.83 0.94
O 0.41 -0.36 0.06
H 0.07 -0.13 0.23
H 0.95 0.09 -0.46
H -0.70 0.56 -0.27
H 0.02 -0.31 0.29
H -0.25 0.14 0.33
H 0.54 -0.11 0.35
H 0.01 -0.16 -0.69
H 0.33 -0.06 -0.90

---

Among the records above, which one has the highest HOMO energy?
C4H8O

---

HOMO energy of number 2 (C4H9NO2)?
-9.85 eV